{
  "formula": "C19H21N8OS2Sn",
  "method": "the ωB97M-V functional and the def2-TZVPD basis",
  "homo_lumo_gap_ev": [5.189, 6.950],
  "lumo_ev": [0.092, 0.080],
  "spin_multiplicity": 2,
  "s2": 0.767,
  "de_lowest_kcal_mol": 14.1,
  "homo_ev": [-5.10, -6.87],
  "elements": ["Sn", "N", "C", "S", "N", "N", "C", "C", "C", "C", "C", "C", "C", "C", "C", "C", "C", "C", "N", "H", "H", "H", "H", "H", "H", "H", "H", "H", "H", "H", "N", "N", "C", "N", "S", "H", "H", "H", "H", "H", "O", "N", "C", "C", "C", "C", "C", "H", "H", "H", "H", "H"],
  "coordinates": [[-0.03, -0.30, 0.48], [3.42, 0.15, 3.47], [2.56, 0.04, 2.43], [0.87, -0.09, 2.87], [3.04, 0.08, 1.24], [2.19, 0.05, 0.20], [2.71, 0.39, -0.98], [4.13, 0.75, -1.08], [5.12, -0.20, -0.85], [6.45, 0.11, -1.01], [6.82, 1.39, -1.39], [5.85, 2.36, -1.59], [4.52, 2.05, -1.43], [1.87, 0.50, -2.11], [2.36, 0.87, -3.39], [1.48, 1.08, -4.42], [0.11, 0.88, -4.20], [-0.29, 0.44, -2.96], [0.54, 0.25, -1.94], [3.07, -0.05, 4.39], [4.40, 0.10, 3.28], [4.82, -1.20, -0.56], [7.21, -0.64, -0.84], [7.87, 1.63, -1.53], [6.14, 3.37, -1.85], [3.75, 2.80, -1.57], [3.42, 1.00, -3.53], [1.84, 1.40, -5.39], [-0.61, 1.06, -4.99], [-1.33, 0.24, -2.76], [-3.52, 0.63, -0.15], [-3.70, 2.01, -0.01], [-2.72, 2.93, -0.01], [-3.12, 4.22, -0.03], [-1.10, 2.58, -0.03], [-2.76, 0.46, -0.81], [-3.23, 0.22, 0.74], [-4.66, 2.31, -0.12], [-4.09, 4.48, 0.11], [-2.41, 4.92, 0.10], [0.09, -2.71, -0.13], [0.38, -2.92, -1.36], [-0.61, -2.98, -2.29], [-0.32, -3.03, -3.63], [1.00, -3.05, -4.05], [2.00, -3.07, -3.08], [1.67, -3.02, -1.76], [-1.61, -2.94, -1.89], [-1.13, -3.06, -4.34], [1.25, -3.05, -5.10], [3.04, -3.13, -3.36], [2.39, -3.02, -0.96]]
}

{
  "formula": "C2HGaO2",
  "method": "the ωB97M-V functional and the def2-TZVPD basis",
  "homo_lumo_gap_ev": [6.513, 6.515],
  "charge": 2,
  "lumo_ev": [-15.027, -15.027],
  "spin_multiplicity": 1,
  "de_lowest_kcal_mol": 0.0,
  "homo_ev": [-21.54, -21.54],
  "elements": ["O", "C", "C", "O", "H", "Ga"],
  "coordinates": [[-0.42, -1.66, -1.89], [0.00, -1.15, -0.99], [-0.42, 1.45, 1.16], [0.81, 1.67, 1.19], [-1.07, 2.35, 1.25], [0.50, -0.19, 0.82]]
}

{
  "formula": "C24H46Cl34INO3",
  "method": "the ωB97M-V functional and the def2-TZVPD basis",
  "homo_lumo_gap_ev": 8.757,
  "lumo_ev": 0.052,
  "spin_multiplicity": 1,
  "homo_ev": -8.71,
  "elements": ["C", "C", "C", "I", "N", "C", "C", "C", "O", "C", "O", "O", "H", "H", "H", "H", "H", "H", "H", "H", "H", "H", "H", "H", "C", "Cl", "Cl", "H", "H", "C", "Cl", "Cl", "H", "H", "C", "Cl", "Cl", "H", "H", "C", "Cl", "Cl", "H", "H", "C", "Cl", "Cl", "H", "H", "C", "Cl", "Cl", "H", "H", "C", "Cl", "Cl", "H", "H", "C", "Cl", "Cl", "H", "H", "C", "Cl", "Cl", "H", "H", "C", "Cl", "Cl", "H", "H", "C", "Cl", "Cl", "H", "H", "C", "Cl", "Cl", "H", "H", "C", "Cl", "Cl", "H", "H", "C", "Cl", "Cl", "H", "H", "C", "Cl", "Cl", "H", "H", "C", "Cl", "Cl", "H", "H", "C", "Cl", "Cl", "H", "H"],
  "coordinates": [[-1.08, -2.47, -0.10], [-2.00, -3.27, -1.03], [-3.11, -2.48, -1.68], [-3.95, -3.69, -3.28], [-4.15, -1.95, -0.81], [-4.45, -2.73, 0.37], [-5.97, -2.69, 0.63], [-6.89, -3.27, -0.55], [-6.60, -1.79, -0.08], [-4.03, -0.56, -0.61], [-4.23, 0.23, -1.52], [-3.75, -0.10, 0.66], [-0.17, -2.22, -0.63], [-0.78, -3.11, 0.72], [-1.52, -1.55, 0.25], [-2.34, -4.17, -0.54], [-1.39, -3.62, -1.85], [-2.67, -1.64, -2.19], [-4.26, -3.78, 0.25], [-4.07, -2.31, 1.30], [-6.29, -2.91, 1.63], [-7.22, -2.92, -1.53], [-5.95, -3.70, -1.00], [-2.80, 0.05, 0.69], [-1.37, 1.51, -2.52], [-0.35, 2.95, -2.46], [-0.77, 0.23, -1.45], [-2.37, 1.77, -2.19], [-1.40, 1.14, -3.54], [2.56, 3.99, -0.87], [1.81, 5.53, -1.29], [3.88, 4.20, 0.29], [1.81, 3.35, -0.42], [2.95, 3.53, -1.77], [-2.80, 4.97, -4.59], [-3.36, 3.96, -3.25], [-2.72, 4.08, -6.11], [-3.49, 5.80, -4.71], [-1.81, 5.34, -4.34], [7.07, 1.85, 0.76], [7.22, 1.11, 2.36], [6.46, 0.71, -0.45], [6.38, 2.68, 0.82], [8.05, 2.19, 0.44], [-6.65, 4.39, -1.21], [-7.24, 4.43, 0.46], [-6.73, 5.98, -1.97], [-5.62, 4.06, -1.20], [-7.26, 3.70, -1.78], [1.14, 6.31, 2.31], [2.09, 6.21, 3.80], [-0.48, 5.63, 2.51], [1.05, 7.35, 2.02], [1.65, 5.75, 1.54], [-6.07, 1.55, 2.42], [-7.48, 0.99, 3.33], [-4.68, 1.82, 3.48], [-5.81, 0.80, 1.68], [-6.34, 2.49, 1.93], [0.04, 9.78, 0.05], [-0.89, 8.76, -1.05], [1.62, 9.06, 0.42], [0.21, 10.74, -0.42], [-0.51, 9.89, 0.98], [1.23, 6.75, -5.20], [1.37, 5.77, -6.66], [-0.45, 7.24, -4.89], [1.57, 6.16, -4.36], [1.83, 7.64, -5.32], [6.88, -2.71, 1.13], [5.89, -3.76, 0.10], [8.44, -3.44, 1.51], [7.05, -1.78, 0.61], [6.35, -2.53, 2.06], [-4.28, -4.72, -7.34], [-4.76, -5.66, -5.93], [-4.25, -5.69, -8.81], [-4.98, -3.90, -7.47], [-3.28, -4.32, -7.17], [8.14, -3.57, 5.16], [7.36, -2.06, 4.67], [9.50, -3.27, 6.26], [7.41, -4.19, 5.67], [8.52, -4.07, 4.28], [3.92, 5.55, 6.75], [4.52, 3.98, 7.29], [4.91, 6.89, 7.34], [3.92, 5.56, 5.66], [2.91, 5.68, 7.12], [-1.37, -7.25, 1.05], [-0.76, -5.61, 1.32], [-2.61, -7.27, -0.22], [-0.54, -7.88, 0.74], [-1.80, -7.62, 1.97], [-1.77, -10.98, 3.22], [-1.13, -9.35, 3.49], [-2.96, -11.00, 1.92], [-0.95, -11.63, 2.94], [-2.24, -11.33, 4.13], [10.82, 0.36, 3.67], [10.18, -0.81, 2.52], [11.80, 1.60, 2.88], [9.98, 0.84, 4.17], [11.43, -0.16, 4.39], [0.45, -6.39, -2.69], [1.23, -4.82, -2.45], [-0.92, -6.31, -3.80], [1.19, -7.07, -3.10], [0.09, -6.75, -1.73]]
}